This record from the OMol25 dataset describes a cluster of 2 separate species, C5H12S in total in a non-equilibrium geometry. The level of theory is wB97M-V/def2-TZVPD.

The charge is 0. The value obtained for the energy above the lowest of the compared OMol25 structures with the same formula, charge and spin is 155.1 kcal per mole. As for the HOMO energy: -7.6389 eV.

Last column: Löwdin charge in e.
CARTESIAN COORDINATES (ANGSTROEM)
C: -0.3653 1.0395 -1.5235  -0.4021
C: -0.7610 -0.9311 2.8965  -0.2804
H: -1.4313 1.0515 -1.3243  0.0675
H: -1.4632 -0.9743 3.7406  0.0905
C: 2.0607 0.2060 0.2985  -0.4323
H: 1.0862 0.0881 -2.7874  0.0684
C: -1.4048 0.1017 2.0798  -0.0702
H: 0.1939 -0.5990 3.2991  0.0620
H: 0.0090 2.0557 -1.6246  0.0742
H: 0.1327 -0.8958 -0.2988  0.0078
H: -0.6762 -1.9432 2.4872  0.0630
S: 0.4057 0.3726 0.1147  0.8621
H: -0.3785 0.5933 -3.6272  0.0732
C: 0.0036 0.1699 -2.6996  -0.1721
H: -0.4120 -0.8310 -2.5844  0.0677
H: 2.5993 -0.2154 -0.5367  -0.0277
H: -2.1025 -0.3790 1.3633  -0.0192
H: 2.5036 1.0907 0.7269  -0.0323

---

This record from the OMol25 dataset describes a cluster of 2 separate species, C3H12N4 in total in a non-equilibrium geometry. The level of theory is wB97M-V/def2-TZVPD.

The charge is 0. The value obtained for the energy above the lowest of the compared OMol25 structures with the same formula, charge and spin is 77.1 kcal per mole. As for the HOMO energy: -7.2114 eV.

Last column: Löwdin charge in e.
CARTESIAN COORDINATES (ANGSTROEM)
C: -0.5078 -0.1421 -0.3872  -0.5090
H: 1.9915 -0.2578 1.4348  0.0382
H: -0.1340 0.7554 1.2034  0.1271
H: -2.4700 -0.1272 -1.2363  0.0854
H: -0.4593 -1.5203 2.0348  0.0455
H: 1.2366 -0.2595 -1.4851  0.0895
N: 0.2801 -0.5717 -1.4202  0.1423
N: 1.4496 -1.0820 1.6821  -0.0870
H: -1.9872 -1.6988 -0.5404  0.0759
N: -0.2972 1.1014 0.1505  -0.0928
H: 0.0244 -1.4057 -1.9254  0.1026
H: -2.4263 -0.3515 0.5192  0.0797
C: 0.6640 2.0232 -0.4274  -0.1310
C: -1.9334 -0.6163 -0.4143  -0.0427
H: 0.5703 2.9774 0.0911  0.0753
H: 0.4641 2.1942 -1.4895  0.0770
N: 0.0474 -0.8618 1.4408  -0.1832
H: 1.7049 1.6873 -0.3174  0.0630
H: 1.7823 -1.8441 1.0863  0.0440

---

This record from the OMol25 dataset describes the molecule C4H12N2 in a non-equilibrium geometry. The level of theory is wB97M-V/def2-TZVPD.

The charge is 0. The value obtained for the energy above the lowest of the compared OMol25 structures with the same formula, charge and spin is 24.8 kcal per mole. The structure (SMILES) is CCNCCN. As for the HOMO energy: -8.6904 eV.

Last column: Löwdin charge in e.
CARTESIAN COORDINATES (ANGSTROEM)
H: -0.0360 2.8952 0.8047  0.0677
H: 0.3180 -2.1123 -1.3807  0.1071
H: -0.0038 1.7408 2.2040  0.0922
H: -1.2083 -0.2324 0.4415  0.0959
H: -0.9007 -0.9451 -1.9961  0.0981
H: -2.3550 -2.5040 -1.2519  0.0556
H: -1.7512 -2.4190 0.3278  0.0490
H: 1.4124 2.8716 1.9815  0.0690
C: 1.3870 1.3437 0.5264  -0.3301
H: -0.1875 1.3484 -0.7368  0.0999
N: 0.5357 0.6835 -0.4546  -0.0853
C: -0.2307 -0.4769 0.0510  -0.2326
H: 0.2894 -1.0739 0.7947  0.1114
C: -0.5677 -1.4789 -1.1136  -0.2758
H: 2.0146 0.6136 1.0928  0.1164
H: 2.1839 1.9031 -0.0260  0.1078
N: -1.5475 -2.4566 -0.6534  -0.0326
C: 0.6412 2.3056 1.4369  -0.1138

---

This record from the OMol25 dataset describes a structure of composition C14H22N2O3S in a non-equilibrium geometry. The level of theory is wB97M-V/def2-TZVPD.

The charge is 0. The value obtained for the energy above the lowest of the compared OMol25 structures with the same formula, charge and spin is 353.5 kcal per mole. As for the HOMO energy: -9.0763 eV.

Last column: Löwdin charge in e.
CARTESIAN COORDINATES (ANGSTROEM)
C: -1.4702 3.0931 0.3862  -0.1647
N: 3.6388 -0.6073 -1.5654  -0.0498
C: -0.1743 2.4354 0.5828  -0.2722
C: -1.8154 -1.5237 -0.0782  -0.1852
H: -2.0614 2.2314 -1.5521  0.1383
C: 0.2717 1.6243 1.3902  -0.1536
O: 4.8832 1.0618 -0.0853  -0.3878
C: 2.3524 1.1493 0.1482  -0.3242
H: 1.8291 0.3503 2.1861  0.0572
H: -1.8712 3.0734 1.4111  0.1102
N: -2.4047 0.8713 -0.1125  0.0632
H: 1.1118 -2.4844 -0.3040  0.0756
C: -1.6837 0.0552 -0.9009  -0.4293
H: 4.5644 -0.2122 -2.0462  0.1193
H: 0.7703 -2.7783 -1.7827  -0.0663
C: 1.8362 1.8510 -0.7171  -0.2215
H: 0.9230 -1.0831 -1.5115  0.1422
C: -1.3951 -2.9189 1.8176  -0.0785
C: -1.2000 -1.6017 1.1662  -0.3737
S: 3.6590 0.1113 0.2169  0.7423
H: 2.5258 1.9479 -1.6055  0.1689
O: 3.6937 -1.0646 0.8915  -0.2494
H: -0.7421 -3.5936 1.1237  0.1099
C: -0.9607 -2.3843 -1.2418  -0.1499
C: -2.5260 2.4254 -0.5063  -0.0577
H: -1.3859 4.1831 0.1900  0.1306
H: 3.1346 -1.3723 -1.5433  -0.0860
H: -2.7081 -1.7514 -0.0584  0.0371
C: 0.5530 -2.2015 -1.1641  -0.0801
C: 1.4674 0.9593 1.4781  0.0680
H: -1.7123 -0.6977 1.8307  0.1466
H: -1.4577 -2.2366 -2.1647  0.0785
C: 0.7310 2.4542 -0.6205  0.0040
H: -1.2541 -3.5572 -1.1117  0.1447
H: -2.3655 -2.9528 1.8161  -0.0064
H: -3.4131 2.8200 -0.2805  0.0626
H: -0.4030 1.6176 2.5268  0.2046
H: -1.0463 -2.8138 3.1202  0.1794
H: -2.9667 0.8254 0.7598  0.1499
O: -1.0800 0.3910 -1.8512  0.0910
H: 0.3885 3.3846 -1.5179  0.2190
H: -0.2364 -1.0812 1.2799  0.0934

---

This record from the OMol25 dataset describes a structure of composition C4H8N2O in a non-equilibrium geometry. The level of theory is wB97M-V/def2-TZVPD.

The charge is 0. The value obtained for the energy above the lowest of the compared OMol25 structures with the same formula, charge and spin is 159.4 kcal per mole. As for the HOMO energy: -7.7571 eV.

Last column: Löwdin charge in e.
CARTESIAN COORDINATES (ANGSTROEM)
H: 0.6658 1.7159 1.6866  0.0426
C: -0.1663 1.4820 1.0403  0.0137
N: 0.6007 -0.3814 -0.4611  -0.1309
N: 0.3763 -1.7319 -0.4795  0.0258
C: -0.1239 0.4602 0.2192  -0.3264
O: 2.8357 0.6981 1.1653  0.0742
H: -1.0793 2.0481 1.1518  0.0549
H: 0.1633 -2.0452 -1.4173  0.0919
H: -0.2824 -2.0806 0.2103  0.0982
H: -2.4272 -0.3062 -0.2335  0.0138
C: 2.2838 -0.1455 0.5378  -0.0823
H: -1.6454 -0.1730 -1.8651  0.0138
H: -2.1279 1.3211 -0.9964  0.0141
H: 2.7375 -1.1523 0.3409  0.0966
C: -1.8107 0.2907 -0.8991  -0.0002

---

This record from the OMol25 dataset describes a cluster of 2 separate species, C4H6ClNOS in total in a non-equilibrium geometry. The level of theory is wB97M-V/def2-TZVPD.

The charge is 0. The value obtained for the energy above the lowest of the compared OMol25 structures with the same formula, charge and spin is 92.5 kcal per mole. As for the HOMO energy: -9.7860 eV.

Last column: Löwdin charge in e.
CARTESIAN COORDINATES (ANGSTROEM)
N: -2.2640 2.7585 0.9868  0.2114
H: 0.0690 1.0508 -0.8429  0.0717
O: -3.0850 -0.4382 -0.5075  -0.5225
H: 2.9857 -2.2368 -1.1445  0.0241
H: 2.0710 -0.7224 -1.4242  0.0315
C: -1.6263 2.0588 0.2227  -0.2320
H: -2.8406 3.4740 0.6083  0.0795
C: -0.9322 1.1734 -0.4221  -0.3277
C: 2.3649 -1.4951 -0.7364  -0.0552
C: 2.0807 -1.3110 0.5685  -0.1143
S: -1.6631 -0.4347 -0.6781  0.6157
H: 1.3234 -0.6272 0.8513  -0.0520
H: 2.4730 -1.7894 1.4418  0.0454
Cl: -0.9565 -1.4608 1.0762  0.2242